one.
Computed, not measured: a 2-piece molecular cluster, C2HBrF2S overall, with ωB97M-V/def2-TZVPD.

The geometry in XYZ format:
```
7
C2HBrF2S ωB97M-V/def2-TZVPD
C -0.5657 -0.1102 1.2417
C -0.4328 -1.5758 1.4523
F 0.2754 -2.2959 0.5606
F -0.3430 -2.1261 2.6686
S -2.0843 -0.9959 1.0363
Br -0.1340 1.2492 2.5371
H -0.3237 0.0703 -0.5215
```

Partial charges, natural (NBO), in e: number 1, C, carries -0.4525; number 2, C, carries 0.5215; number 3, F, carries -0.3068; number 4, F, carries -0.3008; number 5, S, carries 0.1886; number 6, Br, carries 0.1402; number 7, H, carries 0.2098

=====

two.
Computed, not measured: C2HBrF2S as an isolated structure, with ωB97M-V/def2-TZVPD.

The geometry in XYZ format:
```
7
C2HBrF2S ωB97M-V/def2-TZVPD
C -0.2730 -0.5889 0.0005
C -1.5988 -0.4026 0.7731
F 1.0773 -1.6874 0.0206
F -1.9478 -1.3307 1.7086
S -1.6861 -1.1054 -0.8974
Br -2.1208 1.3549 1.3527
H 0.4073 0.2576 -0.2965
```

Partial charges, natural (NBO), in e: number 1, C, carries -0.0167; number 2, C, carries 0.1027; number 3, F, carries -0.4465; number 4, F, carries -0.3183; number 5, S, carries 0.3259; number 6, Br, carries 0.1084; number 7, H, carries 0.2445

=====

Pick the least stable structure from those above. Pick: one